Entry 1:
Here is a structure of composition C32H65NO13RbS7 from OMol25. Energies are from ωB97M-V/def2-TZVPD.

Geometry (Å):
Rb (-0.2844, 0.9859, 0.0867)
C (-3.9549, -2.7027, 0.4313)
C (-3.2806, -1.5571, 0.5776)
C (-4.0016, -0.3056, 1.0213)
O (-3.4530, 0.8528, 1.0786)
C (-5.2305, -0.3778, 1.5576)
C (-5.9956, -1.6602, 1.6076)
C (-5.3214, -2.8661, 0.8557)
O (-5.9822, -3.8471, 0.5046)
O (-7.1294, -1.7419, 2.1311)
O (-2.0272, -1.6257, 0.1816)
H (-3.4494, -3.5918, 0.0842)
H (-5.6807, 0.4892, 2.0181)
C (3.4292, 4.2646, -4.3513)
C (2.9933, 3.1755, -3.4351)
C (1.5065, 3.0913, -3.7855)
O (1.4717, 3.3496, -5.2043)
C (2.3984, 4.3334, -5.4500)
H (4.4177, 4.1297, -4.7903)
H (3.4421, 5.2409, -3.8667)
H (3.0906, 3.3510, -2.3638)
H (3.4896, 2.2297, -3.6524)
H (0.9798, 3.8872, -3.2589)
H (1.0851, 2.1371, -3.4694)
H (1.7927, 5.2395, -5.4338)
H (2.8663, 4.3008, -6.4339)
C (-1.3213, -3.9008, 3.7787)
C (-1.4303, -4.5097, 5.2065)
C (-1.0018, -3.2755, 5.9722)
O (-1.8036, -2.2350, 5.4444)
C (-1.7806, -2.4951, 4.0085)
H (-1.9090, -4.4942, 3.0783)
H (-0.3014, -3.9392, 3.3958)
H (-0.7938, -5.3494, 5.4856)
H (-2.4406, -4.7860, 5.5085)
H (0.0787, -3.1368, 5.9349)
H (-1.1664, -3.4802, 7.0301)
H (-1.0952, -1.7333, 3.6371)
H (-2.7634, -2.2426, 3.6104)
C (-1.0207, -5.4031, -2.0793)
S (0.5848, -5.8175, -1.3972)
O (1.5444, -5.2482, -2.4116)
C (0.3459, -4.6353, -0.0379)
H (-1.0490, -4.3253, -2.2392)
H (-1.8118, -5.5922, -1.3536)
H (-1.2433, -5.9307, -3.0067)
H (1.1500, -4.8788, 0.6565)
H (-0.6473, -4.6940, 0.4073)
H (0.4740, -3.6228, -0.4206)
C (7.0759, 2.7780, -1.8853)
S (5.8726, 1.3967, -2.0832)
O (6.7077, 0.1299, -2.3514)
C (5.3722, 1.3255, -0.2883)
H (7.6169, 3.0396, -2.7947)
H (7.8735, 2.3284, -1.2939)
H (6.6589, 3.7004, -1.4810)
H (4.6137, 0.5447, -0.2313)
H (4.8812, 2.2825, -0.1119)
H (6.1409, 1.1869, 0.4719)
C (2.8556, -2.1391, -2.0406)
S (1.9175, -0.6702, -2.6148)
O (2.2233, 0.3467, -1.5324)
C (2.8692, -0.3550, -4.1770)
H (3.8836, -1.8268, -1.8568)
H (2.7018, -2.9851, -2.7105)
H (2.4241, -2.3668, -1.0659)
H (2.4395, 0.4869, -4.7198)
H (2.8604, -1.2338, -4.8218)
H (3.9163, -0.2346, -3.8992)
C (-0.7466, 0.4235, -5.1329)
S (-1.9662, 0.8016, -3.8051)
O (-1.2323, 1.5401, -2.6986)
C (-2.4640, -0.9086, -3.2895)
H (-0.3040, 1.3483, -5.5032)
H (-1.1247, -0.2333, -5.9163)
H (0.0433, -0.1873, -4.6958)
H (-1.7196, -1.4103, -2.6713)
H (-2.6892, -1.5085, -4.1713)
H (-3.3627, -0.7869, -2.6848)
C (-0.3839, 1.0368, 6.6438)
S (-1.1601, 2.2341, 5.4149)
O (-0.1513, 3.2060, 4.8205)
C (-1.6057, 1.0686, 4.0254)
H (0.6045, 0.6617, 6.3780)
H (-0.9758, 0.1525, 6.8799)
H (-0.2065, 1.6095, 7.5540)
H (-1.7552, 1.7494, 3.1874)
H (-2.5035, 0.5159, 4.3023)
H (-0.7420, 0.4169, 3.8934)
C (-5.5479, 3.0764, -0.5005)
S (-6.1186, 2.6764, -2.1729)
O (-5.3858, 3.6034, -3.1377)
C (-5.2281, 1.0807, -2.3952)
H (-6.1489, 3.8910, -0.0965)
H (-4.5054, 3.3943, -0.5166)
H (-5.6855, 2.2769, 0.2274)
H (-5.3924, 0.4444, -1.5256)
H (-4.1635, 1.3140, -2.3786)
H (-5.4186, 0.5364, -3.3202)
C (3.0897, -2.0548, 1.6460)
S (2.8290, -0.5909, 2.7228)
O (1.6213, 0.1887, 2.1804)
C (1.8467, -1.6584, 3.9937)
H (2.1181, -2.3782, 1.2724)
H (3.6197, -2.8331, 2.1950)
H (3.6447, -1.7746, 0.7507)
H (2.5996, -2.0691, 4.6665)
H (1.2164, -2.4186, 3.5323)
H (1.2373, -1.0135, 4.6269)
N (0.1645, 3.8496, 2.1195)
C (-0.4576, 4.4102, 1.0770)
C (0.2751, 4.2641, -0.0799)
C (1.4876, 3.7808, 0.2772)
C (1.3900, 3.5997, 1.6384)
H (-0.1749, 3.8514, 3.0708)
H (-1.4947, 4.6827, 1.2061)
H (-0.0995, 4.4867, -1.0681)
H (2.3644, 3.5562, -0.3120)
H (2.0874, 3.3058, 2.4089)

charge = -1
HOMO energy = -3.6 eV
E_tot = -138841.25233 eV

Here are the Löwdin charges for atoms 1 to 4, given in e: 0.706 -0.050 -0.408 -0.450

---

Entry 2:
Here is a structure of composition C32H66As3CaN7O4 from OMol25. Energies are from ωB97M-V/def2-TZVPD.

Geometry (Å):
Ca (0.2807, -0.3574, -0.2868)
C (-1.2023, -0.3429, -3.3901)
O (-0.0616, -0.0265, -2.5852)
C (1.1711, -0.1227, -3.3074)
C (2.1004, 0.9431, -2.7982)
O (2.1528, 0.9113, -1.3630)
C (2.5878, 2.1848, -0.8877)
C (2.5612, 2.1994, 0.6111)
O (1.3583, 1.5868, 1.0626)
C (0.9822, 2.1058, 2.3384)
H (-1.1244, -1.3601, -3.7757)
H (-1.2670, 0.3679, -4.2150)
H (-2.0803, -0.2575, -2.7544)
H (0.9985, 0.0540, -4.3725)
H (1.5816, -1.1284, -3.1937)
H (1.7348, 1.9255, -3.1021)
H (3.1051, 0.7983, -3.2091)
H (1.8939, 2.9345, -1.2800)
H (3.5948, 2.4203, -1.2514)
H (2.6115, 3.2464, 0.9319)
H (3.4255, 1.6970, 1.0524)
H (1.7483, 1.8873, 3.0869)
H (0.0489, 1.6413, 2.6280)
H (0.8434, 3.1881, 2.2743)
N (-1.5636, -2.3966, -0.9609)
C (-1.0829, -3.3279, -1.9044)
C (-1.9156, -4.0634, -2.6996)
C (-1.4001, -4.9619, -3.6600)
C (-0.0559, -5.1310, -3.7979)
C (0.8306, -4.3762, -2.9907)
C (2.2335, -4.5024, -3.0899)
C (3.0327, -3.7233, -2.3101)
C (2.4309, -2.7967, -1.4377)
N (1.1319, -2.6430, -1.2982)
C (0.3229, -3.4500, -2.0578)
H (-2.5673, -2.4640, -0.8418)
H (-1.1201, -2.4965, -0.0498)
H (-2.9884, -3.9708, -2.5800)
H (-2.0861, -5.5290, -4.2726)
H (0.3486, -5.8299, -4.5168)
H (2.6538, -5.2125, -3.7908)
H (4.1101, -3.7844, -2.3628)
H (3.0412, -2.1309, -0.8503)
C (-3.6233, -1.2869, 1.0907)
As (-2.4667, 0.2814, 0.8753)
C (-2.3839, 0.7316, 2.7870)
C (-3.9475, 1.3883, 0.1917)
C (-3.7853, 2.8780, -0.1425)
C (-5.1575, 3.3907, -0.6044)
C (-2.8529, 3.0831, -1.3532)
As (-0.8952, 2.9427, -1.1804)
C (-0.5570, 3.4555, -3.0395)
C (-0.4600, 4.6962, -0.4305)
C (-3.2660, 3.7008, 1.0464)
As (-4.2026, 4.0555, 2.7724)
C (-5.5839, 2.6797, 3.0054)
C (-5.3902, 5.5029, 2.2060)
H (-4.3617, -1.0654, 1.8617)
H (-3.0539, -2.1673, 1.3837)
H (-4.1579, -1.4926, 0.1621)
H (-3.0700, 0.0845, 3.3333)
H (-2.6568, 1.7671, 2.9730)
H (-1.3828, 0.5580, 3.1784)
H (-4.7531, 1.2591, 0.9141)
H (-4.2638, 0.8623, -0.7169)
H (-5.4603, 2.8935, -1.5277)
H (-5.1194, 4.4630, -0.8005)
H (-5.9300, 3.2112, 0.1380)
H (-3.0259, 4.0829, -1.7632)
H (-3.1242, 2.3768, -2.1464)
H (-1.1746, 4.3185, -3.2884)
H (-0.7978, 2.6404, -3.7191)
H (0.4877, 3.7328, -3.1757)
H (-1.1071, 5.4602, -0.8610)
H (0.5734, 4.9313, -0.6898)
H (-0.5587, 4.7079, 0.6513)
H (-3.0760, 4.7208, 0.6949)
H (-2.2843, 3.3150, 1.3464)
H (-5.1419, 1.7174, 3.2582)
H (-6.2539, 2.5695, 2.1575)
H (-6.1707, 3.0058, 3.8640)
H (-4.7912, 6.3453, 1.8635)
H (-5.9642, 5.8261, 3.0730)
H (-6.0749, 5.1972, 1.4198)
N (-0.7223, -2.5398, 3.5763)
C (0.0885, -1.8132, 2.7887)
N (1.1507, -1.1896, 3.3343)
O (-0.1498, -1.6721, 1.5746)
H (-0.5313, -2.6998, 4.5489)
H (-1.5317, -2.9721, 3.1694)
H (1.3897, -1.3732, 4.2969)
H (1.9396, -1.0987, 2.6822)
C (2.8154, -3.7508, 2.1957)
N (4.0695, -3.3092, 1.6196)
C (4.8161, -4.3571, 0.9293)
C (4.2220, -1.9932, 1.2995)
N (3.1899, -1.1848, 1.3111)
N (5.4996, -1.6354, 0.9080)
C (5.7199, -0.3613, 0.2573)
C (6.6520, -2.0954, 1.6795)
H (2.9542, -4.7575, 2.5852)
H (2.0038, -3.7632, 1.4601)
H (2.5343, -3.1017, 3.0177)
H (4.1210, -4.9763, 0.3561)
H (5.3444, -4.9996, 1.6352)
H (5.5351, -3.9228, 0.2424)
H (3.5179, -0.2489, 1.1063)
H (5.7616, 0.4732, 0.9694)
H (4.9431, -0.1642, -0.4829)
H (6.6769, -0.3931, -0.2620)
H (6.3728, -2.9224, 2.3242)
H (7.0267, -1.2841, 2.3093)
H (7.4550, -2.4203, 1.0176)

charge = +2
energy above the lowest of the compared OMol25 structures with the same formula, charge and spin = 0.439 eV
HOMO energy = -12.2 eV
E_tot = -253822.00279 eV

Here are the Löwdin charges for atoms 1 to 4, given in e: 1.239 -0.061 -0.380 -0.166

---

Entry 3:
Here is a structure of composition C32H66F2NO15PSi2 from OMol25. Energies are from ωB97M-V/def2-TZVPD.

Geometry (Å):
C (1.7132, -2.4335, -3.6731)
C (1.6171, -1.4042, -3.0605)
Si (1.6023, 0.2945, -2.3598)
F (0.7759, 0.1886, -0.9919)
O (0.8759, 1.2814, -3.4778)
Si (-0.7499, 1.6354, -3.2506)
O (-1.0980, 2.3347, -1.8009)
C (-0.2042, 3.3961, -1.3950)
C (0.1809, 3.1731, 0.0699)
C (-0.4299, 4.2061, 1.0227)
C (-0.2609, 3.6546, 2.4541)
C (-1.9022, 0.1636, -3.4718)
C (-1.9746, -0.3397, -4.9079)
F (-1.6691, -0.8922, -2.5989)
P (3.7083, 0.8461, -1.8362)
N (4.1668, 2.3052, -2.6249)
O (3.6767, 1.2997, -0.2447)
H (1.9147, -3.3669, -4.1141)
H (-1.1061, 2.6103, -4.3032)
H (0.6761, 3.4560, -2.0349)
H (-0.7496, 4.3308, -1.4961)
H (-0.2191, 2.2124, 0.3626)
H (1.2605, 3.1236, 0.2115)
H (-1.5002, 4.2134, 0.8407)
H (0.0305, 5.1785, 0.9110)
H (-0.4282, 2.5846, 2.4320)
H (0.7596, 3.7952, 2.7970)
H (-1.0034, 4.0710, 3.1232)
H (-2.9037, 0.5315, -3.2436)
H (-2.5507, 0.3954, -5.4578)
H (-2.5582, -1.2505, -4.9052)
H (-0.9989, -0.4731, -5.3562)
H (3.9194, 2.3133, -3.6043)
H (3.7893, 3.1145, -2.1355)
H (2.8479, 1.0170, 0.1585)
O (-1.0253, -3.3315, 5.2750)
C (-0.6307, -3.0136, 4.1839)
O (-0.9600, -1.8063, 3.6985)
C (-0.4100, -1.2413, 2.4943)
C (-1.1713, -1.6961, 1.2727)
C (0.1418, -3.9670, 3.3076)
H (0.6595, -1.4438, 2.4171)
H (-0.5212, -0.1648, 2.5955)
H (-1.1042, -2.7754, 1.1288)
H (-0.7859, -1.2026, 0.3810)
H (-2.2296, -1.4498, 1.3792)
H (-0.5603, -4.5972, 2.7637)
H (0.7638, -4.5945, 3.9424)
H (0.8111, -3.4778, 2.6041)
O (2.0942, -3.3421, 0.4085)
C (2.7926, -4.3172, 0.3558)
O (2.3754, -5.4554, 0.9330)
C (3.0309, -6.7202, 0.7732)
C (4.1616, -6.8893, 1.7649)
C (4.1677, -4.2647, -0.2664)
H (3.3570, -6.8629, -0.2574)
H (2.2686, -7.4728, 0.9626)
H (4.9435, -6.1433, 1.6158)
H (4.6054, -7.8800, 1.6680)
H (3.7911, -6.7667, 2.7831)
H (4.8779, -3.9050, 0.4766)
H (4.1371, -3.5616, -1.0962)
H (4.5101, -5.2166, -0.6660)
O (-2.5924, 0.8515, 3.2616)
C (-3.7578, 0.5825, 3.2202)
O (-4.5771, 1.3255, 2.4462)
C (-5.9350, 0.9775, 2.1817)
C (-6.8646, 1.4793, 3.2676)
C (-4.3392, -0.5135, 4.0810)
H (-6.0355, -0.0958, 2.0135)
H (-6.1800, 1.4636, 1.2384)
H (-6.6387, 1.0230, 4.2314)
H (-7.9023, 1.2574, 3.0160)
H (-6.7550, 2.5572, 3.3882)
H (-4.5593, -0.1082, 5.0676)
H (-3.5897, -1.2965, 4.1798)
H (-5.2343, -0.9752, 3.6690)
O (2.7696, -10.2857, 0.2204)
C (1.6767, -10.7773, 0.1806)
O (0.6002, -9.9778, 0.2915)
C (-0.7419, -10.4219, 0.0763)
C (-1.3392, -11.0283, 1.3289)
C (1.4828, -12.2731, 0.0980)
H (-0.7946, -11.0975, -0.7786)
H (-1.3009, -9.5292, -0.1990)
H (-0.7946, -11.9190, 1.6434)
H (-2.3807, -11.3029, 1.1612)
H (-1.2921, -10.3152, 2.1518)
H (1.5342, -12.6915, 1.1021)
H (2.2910, -12.6867, -0.4998)
H (0.5508, -12.5747, -0.3742)
O (3.9274, 5.5287, -2.3677)
C (4.2759, 5.9308, -3.4431)
O (3.8347, 7.1277, -3.8671)
C (4.3268, 7.7798, -5.0389)
C (3.6001, 7.3171, -6.2847)
C (5.1238, 5.0844, -4.3647)
H (5.4085, 7.6649, -5.1221)
H (4.1390, 8.8403, -4.8799)
H (3.7544, 6.2536, -6.4682)
H (3.9471, 7.8709, -7.1575)
H (2.5271, 7.4722, -6.1739)
H (4.4720, 4.4138, -4.9232)
H (5.8015, 4.4931, -3.7535)
H (5.7379, 5.6548, -5.0577)
O (-2.5079, 7.1950, -0.5481)
C (-2.8332, 7.7052, 0.4856)
O (-1.9350, 7.8279, 1.4808)
C (-2.1593, 8.5811, 2.6722)
C (-2.8782, 7.7617, 3.7241)
C (-4.2629, 8.1321, 0.7286)
H (-2.6747, 9.5171, 2.4500)
H (-1.1688, 8.8503, 3.0353)
H (-3.8711, 7.4604, 3.3892)
H (-2.9844, 8.3326, 4.6470)
H (-2.3201, 6.8500, 3.9369)
H (-4.8349, 7.2722, 1.0739)
H (-4.6769, 8.4789, -0.2149)
H (-4.3679, 8.9489, 1.4394)

HOMO energy = -7.6 eV
E_tot = -96940.43909 eV

Here are the Löwdin charges for atoms 1 to 4, given in e: 0.064 -0.157 0.169 -0.128

---

Entry 4:
Here is a cluster of 6 separate species, C32H66N5O7 in total from OMol25. Energies are from ωB97M-V/def2-TZVPD.

Geometry (Å):
C (-1.0178, 3.7816, 1.7509)
C (-0.1110, 3.1217, 0.7129)
C (0.8997, 2.1824, 1.3745)
C (0.2853, 0.8146, 1.7199)
C (0.8212, -0.3094, 0.8496)
C (0.1111, -1.6293, 1.1285)
N (0.1870, -2.5649, 0.0016)
N (1.0670, -3.6570, 0.0256)
C (-0.5781, -2.3577, -1.0645)
N (-1.4610, -1.3320, -1.0938)
C (-2.0283, -1.3952, -2.2732)
O (-2.9612, -0.6077, -2.7492)
C (-2.5106, 0.4180, -3.6966)
C (-1.5315, 1.3731, -3.0495)
N (-1.5606, -2.4250, -2.9885)
N (-0.6086, -3.0591, -2.2189)
C (0.1111, -4.2202, -2.7497)
C (0.3967, -4.0683, -4.2334)
O (0.9982, -2.8030, -4.4412)
H (-1.5223, 4.6586, 1.3395)
H (-1.7886, 3.0916, 2.0977)
H (-0.4395, 4.1081, 2.6182)
H (0.4036, 3.8779, 0.1140)
H (-0.7272, 2.5443, 0.0128)
H (1.7665, 2.0411, 0.7198)
H (1.2797, 2.6600, 2.2823)
H (-0.8049, 0.8593, 1.6188)
H (0.4801, 0.5614, 2.7631)
H (0.6995, -0.0495, -0.2073)
H (1.8964, -0.4237, 1.0273)
H (-0.9361, -1.4664, 1.3864)
H (0.5855, -2.1553, 1.9599)
H (1.0234, -4.0596, 0.9617)
H (2.0179, -3.3177, -0.1085)
H (-3.4254, 0.9052, -4.0191)
H (-2.0715, -0.0856, -4.5616)
H (-1.7637, 1.4908, -1.9894)
H (-0.5026, 1.0205, -3.1295)
H (-1.5812, 2.3444, -3.5383)
H (-1.8114, -2.7164, -3.9171)
H (1.0339, -4.2838, -2.1884)
H (-0.4782, -5.1227, -2.5693)
H (-0.5203, -4.1645, -4.8298)
H (1.0465, -4.8978, -4.5214)
H (1.6219, -2.8535, -5.1720)
C (2.2827, 4.9641, -3.4693)
C (3.1822, 3.9127, -4.1184)
C (2.3441, 2.6520, -3.9511)
O (0.9786, 3.0700, -4.0060)
C (0.9018, 4.4972, -3.9088)
H (2.5001, 5.9816, -3.7890)
H (2.3719, 4.9207, -2.3820)
H (3.3249, 4.1375, -5.1769)
H (4.1625, 3.8286, -3.6523)
H (2.5361, 2.1773, -2.9817)
H (2.5145, 1.9138, -4.7367)
H (0.6356, 4.9096, -4.8872)
H (0.1138, 4.7539, -3.1996)
C (2.8704, -5.0412, 4.7673)
C (3.4826, -6.0467, 3.7939)
C (2.2559, -6.5075, 3.0212)
O (1.3655, -5.3840, 2.9758)
C (1.8106, -4.3752, 3.9029)
H (3.5854, -4.3256, 5.1679)
H (2.4021, -5.5611, 5.6045)
H (4.1921, -5.5502, 3.1282)
H (3.9974, -6.8700, 4.2857)
H (1.7557, -7.3355, 3.5311)
H (2.4777, -6.8170, 1.9991)
H (2.2378, -3.5287, 3.3494)
H (0.9564, -4.0103, 4.4724)
C (0.8970, 0.7973, 6.6801)
C (1.9367, 1.2069, 5.6395)
C (2.7511, -0.0741, 5.5011)
O (1.8513, -1.1586, 5.7525)
C (0.6261, -0.6511, 6.2933)
H (-0.0024, 1.4114, 6.6628)
H (1.3283, 0.8449, 7.6818)
H (1.4459, 1.4547, 4.7012)
H (2.5446, 2.0595, 5.9387)
H (3.5565, -0.1032, 6.2418)
H (3.1927, -0.2058, 4.5105)
H (-0.1606, -0.7199, 5.5328)
H (0.3399, -1.2723, 7.1424)
C (-1.6280, 0.2951, -8.5704)
C (-0.4454, 0.9422, -7.8489)
C (-1.1261, 2.0950, -7.1218)
O (-2.4496, 1.6402, -6.8154)
C (-2.7330, 0.4403, -7.5318)
H (-1.4550, -0.7415, -8.8563)
H (-1.8767, 0.8594, -9.4703)
H (-0.0085, 0.2432, -7.1306)
H (0.3433, 1.2790, -8.5194)
H (-1.1920, 2.9801, -7.7617)
H (-0.6283, 2.3750, -6.1913)
H (-2.7285, -0.4097, -6.8352)
H (-3.7305, 0.5184, -7.9644)
C (-4.1262, 2.9070, 5.7794)
C (-4.4979, 1.4706, 5.4123)
C (-3.6243, 1.2358, 4.1865)
O (-2.4439, 2.0158, 4.3844)
C (-2.6344, 2.9232, 5.4728)
H (-4.3426, 3.1635, 6.8150)
H (-4.6549, 3.6114, 5.1347)
H (-4.2169, 0.7886, 6.2171)
H (-5.5575, 1.3335, 5.2031)
H (-4.1290, 1.5712, 3.2734)
H (-3.3346, 0.1916, 4.0566)
H (-2.0505, 2.5806, 6.3342)
H (-2.2650, 3.9052, 5.1743)

charge = +1
energy above the lowest of the compared OMol25 structures with the same formula, charge and spin = 0.000 eV
HOMO energy = -11.2 eV
E_tot = -56028.85263 eV

Here are the Löwdin charges for atoms 1 to 4, given in e: -0.099 -0.258 -0.204 -0.200

---

- Among the records above, which one has the highest E_tot?
  C32H66N5O7